No. 1
DFT (wB97M-V/def2-TZVPD) results for 8 unconnected molecules or ions with the total composition H16S8.

E, hartree: -3194.9945
Highest occupied orbital energy, eV: -9.41
Net charge: 0
ΔE to the lowest compared entry with this formula, charge and spin, kJ/mol: 16.7
Structure (SMILES): S.S.S.S.S.S.S.S
F_max, eV/A: 0.52

Geometry as XYZ:
```
24
Properties=species:S:1:pos:R:3:forces:R:3:lowdin_charge:R:1
S 1.728234 -2.580403 0.399747 0.0551 0.1968 -0.3518 0.456
H 2.310423 -3.753062 0.667609 -0.0406 -0.0534 0.1933 -0.213
H 1.157764 -2.433386 1.597677 0.1974 -0.1514 0.1607 -0.289
S -2.511968 -1.436861 -3.093461 -0.0523 -0.0976 -0.0177 0.470
H -2.309946 -2.760237 -3.062471 -0.0737 -0.0117 -0.0426 -0.222
H -1.268938 -1.219368 -2.663653 0.1456 0.1080 0.0929 -0.250
S -1.772652 1.150448 2.868892 0.1488 -0.4581 0.1703 0.458
H -2.845950 1.743925 3.403296 0.0629 0.2986 -0.1827 -0.219
H -1.382954 2.151347 2.075145 -0.2473 0.1893 0.0383 -0.231
S 2.153756 -1.495956 -3.216945 0.0233 0.0802 -0.0413 0.449
H 3.343547 -1.662283 -2.625768 -0.0041 -0.0263 0.0044 -0.221
H 1.820004 -0.516767 -2.364444 -0.0344 -0.0129 0.0120 -0.242
S -1.335778 -2.361963 2.017173 -0.2340 0.0169 -0.0053 0.442
H -2.639616 -2.297333 2.315899 0.0147 0.0379 0.0316 -0.208
H -1.500160 -3.459704 1.272607 0.0272 -0.0545 -0.0291 -0.204
S 2.030440 0.909631 2.913403 -0.2709 0.0003 0.1298 0.465
H 2.679584 1.825555 2.185369 0.1658 -0.1092 -0.0100 -0.233
H 3.056624 0.053115 2.967282 0.1104 0.0882 -0.1325 -0.218
S 1.255320 2.826100 -1.334297 -0.1700 -0.0544 -0.2944 0.450
H 1.542986 3.134840 -0.066790 0.1661 -0.0422 0.0383 -0.235
H 2.505653 2.485389 -1.663970 0.1501 0.0432 0.1935 -0.221
S -2.229050 2.930446 -1.303202 0.3339 -0.3167 0.2499 0.453
H -3.029471 3.848792 -0.757746 -0.2550 0.0776 -0.2928 -0.222
H -2.757857 2.917742 -2.531361 -0.2190 0.2514 0.0854 -0.213
```
Forces are in eV/Å.

No. 2
DFT (wB97M-V/def2-TZVPD) results for 9 unconnected molecules or ions with the total composition H17O9 in a non-equilibrium geometry.

E, hartree: -687.3769
Highest occupied orbital energy, eV: -6.60
Net charge: -1
ΔE to the lowest compared entry with this formula, charge and spin, kJ/mol: 197.5
F_max, eV/A: 5.69

Geometry as XYZ:
```
26
Properties=species:S:1:pos:R:3:forces:R:3:lowdin_charge:R:1
O 0.557995 1.466762 -0.624870 -0.6581 0.8040 0.5426 -0.137
H 0.008001 2.130148 -0.122691 1.0648 -1.1333 -0.6856 0.064
H 0.382555 0.608876 -0.113260 -0.3302 1.0217 0.0284 -0.010
O -3.213933 2.760598 -0.541448 1.5079 -1.1621 0.0583 -0.085
H -3.173742 2.407354 0.359570 -0.5254 0.2320 0.2595 0.023
O -3.293243 -1.237918 -2.001611 1.1420 -3.0140 -0.3637 -0.110
H -2.809754 -2.152015 -2.045925 -1.4538 2.4977 0.1033 0.078
H -2.554186 -0.713560 -1.700354 0.3879 0.4931 0.2824 -0.006
O -0.352859 -0.245389 1.032729 -1.1939 1.8624 -2.2808 -0.279
H 0.259521 -0.809335 1.366712 2.7438 -2.6181 2.1132 -0.065
H -0.273341 -1.149777 -0.215676 -0.4952 -0.3786 0.2180 -0.029
O 3.050222 1.051732 -1.895269 1.4444 -0.3142 3.5428 -0.062
H 2.376452 1.349179 -1.241720 -0.0907 -0.1547 -0.9844 0.005
H 2.742041 1.174236 -2.742833 -1.4502 0.4879 -2.5720 -0.026
O 2.521684 1.049054 2.057907 -0.7306 0.8827 3.6052 -0.011
H 2.900169 0.868114 1.258780 1.3919 -0.7002 -3.3966 -0.033
H 1.637385 0.698113 2.033225 -0.7575 -0.1054 -0.2622 0.006
O -0.208596 -1.725222 -1.038733 -0.0536 2.6406 -1.4160 -0.074
H -0.101351 -2.617645 -0.883266 0.0938 -2.7328 0.8483 -0.032
H -2.456601 2.219118 -0.882177 -0.9157 0.8052 -0.2292 0.040
O -2.268953 0.438007 2.310296 -1.1633 0.8318 0.3995 -0.132
H -1.467194 0.152483 1.791683 0.2236 -0.1150 -0.1634 -0.093
H -2.278943 -0.164409 3.044935 -0.1772 -0.2649 0.4579 -0.010
O 2.799745 -2.804011 0.233916 -4.9684 -2.4815 -1.2558 -0.109
H 1.761891 -2.553283 0.079775 4.5680 0.3251 0.6792 0.106
H 3.455035 -2.201211 0.480293 0.3960 2.2906 0.4712 -0.020
```
Forces are in eV/Å.

No. 3
DFT (wB97M-V/def2-TZVPD) results for 10 unconnected molecules or ions with the total composition H18IO9 in a non-equilibrium geometry.

E, hartree: -985.7644
Highest occupied orbital energy, eV: -6.18
Net charge: -1
ΔE to the lowest compared entry with this formula, charge and spin, kJ/mol: 73.3
F_max, eV/A: 2.32

Geometry as XYZ:
```
28
Properties=species:S:1:pos:R:3:forces:R:3:lowdin_charge:R:1
I -0.196988 0.241229 -0.240156 0.0110 -0.1139 -0.2602 0.638
O -2.656109 -1.989571 -1.876293 0.1712 -0.2961 0.1849 -0.102
H -2.110792 -2.767613 -2.048363 -0.0909 0.1427 -0.1235 0.010
H -2.081344 -1.503281 -1.263346 -0.2504 0.3345 -0.2877 -0.092
O -2.651612 1.820174 -2.240860 -0.8400 0.4866 -0.3493 -0.092
H -1.920139 1.544671 -1.705192 1.0421 -0.5645 0.2956 -0.139
H -3.138410 2.357313 -1.611625 -0.3066 0.1769 -0.0706 0.023
O 1.394132 3.224540 0.543844 1.6728 -0.1546 -1.4249 -0.082
H 0.798798 3.483608 1.199525 -1.4608 0.6867 1.6704 -0.017
H 0.977842 2.455544 0.148541 -0.0988 -0.2801 -0.2746 -0.131
O -0.307825 -3.219819 -0.555168 0.6633 0.2833 -0.4224 -0.100
H -0.743107 -4.060258 -0.622015 -0.4393 -0.5115 0.2482 0.024
H -0.868899 -2.626137 -0.046506 0.0774 -0.1048 0.3161 -0.033
O 1.619055 0.645339 2.773421 -1.4929 0.7459 0.5657 -0.089
H 2.523196 0.395654 2.822685 1.0317 -0.3578 -0.5663 0.013
H 1.267460 0.627219 1.867753 0.6132 0.0420 0.2160 -0.116
O -2.204900 2.483723 1.610465 -0.7447 0.7752 0.1068 -0.092
H -1.563249 2.344692 2.295188 0.4689 -0.1390 0.6028 0.012
H -1.946292 1.852469 0.947437 0.2473 -0.5901 -0.5917 -0.118
O 1.463568 0.956033 -3.426933 1.0656 1.2319 -1.2202 -0.068
H 1.284856 0.478138 -4.230458 -0.1455 -0.2307 -0.3767 0.020
H 1.079315 0.452047 -2.745557 -0.9116 -0.9660 1.5845 -0.113
O 0.279411 -1.894983 2.437872 0.2265 -0.4573 0.0428 -0.115
H 1.235718 -1.958620 2.439356 0.5567 -0.6374 0.6103 0.003
H 0.296266 -1.183644 1.799218 -1.0617 0.5858 -0.4028 -0.158
O 2.951635 -1.371480 0.892291 0.4756 1.2400 0.9401 -0.065
H 2.774425 -2.120720 0.364032 -0.3900 -1.3547 -0.9331 0.017
H 2.443989 -0.666268 0.470844 -0.0901 0.0271 -0.0802 -0.036
```
Forces are in eV/Å.

No. 4
DFT (wB97M-V/def2-TZVPD) results for a molecular structure, H18Kr2O9.

E, hartree: -6195.1779
Highest occupied orbital energy, eV: -10.86
Net charge: 0
ΔE to the lowest compared entry with this formula, charge and spin, kJ/mol: 0.0
F_max, eV/A: 0.91

Geometry as XYZ:
```
29
Properties=species:S:1:pos:R:3:forces:R:3:lowdin_charge:R:1
Kr 0.231860 -0.421084 -4.222556 0.2044 0.0512 -0.1038 0.164
Kr 0.203780 -1.145684 -0.368026 0.0063 -0.0364 -0.0230 0.202
O -1.755590 1.868686 -0.346036 0.2452 0.1550 0.1345 -0.060
H -2.307370 2.612966 -0.586476 -0.0749 0.2851 -0.2055 0.061
H -2.374400 1.171736 -0.127946 -0.1449 -0.5531 0.1848 0.001
O -3.285970 -0.661724 0.108484 0.0831 0.2944 -0.1536 -0.056
H -3.068730 -1.574394 0.298454 0.2152 -0.2840 0.1117 0.052
H -4.241490 -0.648984 0.053164 -0.3753 0.0488 0.0217 0.065
O 2.667070 -1.814974 2.925534 0.4431 -0.4655 -0.3433 -0.063
H 2.060630 -1.076384 2.871284 -0.5594 0.3691 0.1421 -0.027
H 2.969660 -1.810844 3.833634 0.0623 -0.0875 0.1642 0.036
O -0.491880 2.935196 -2.725386 -0.0071 0.1998 -0.4249 -0.067
H -0.486420 2.085056 -2.285526 -0.1654 -0.2687 0.2066 -0.017
H -0.273140 3.563076 -2.036806 0.1632 0.1531 0.1356 0.029
O 0.614040 0.152556 2.963654 0.0933 -0.2206 0.3269 -0.060
H 0.786720 0.515906 2.095094 0.1612 0.7076 -0.5544 -0.023
H -0.320920 -0.052454 2.956494 -0.1999 -0.1299 0.0925 0.046
O -2.630120 -0.672884 -2.901616 -0.2061 0.0545 -0.2860 -0.113
H -1.915150 -1.309214 -2.890546 0.1328 -0.1516 -0.0214 -0.053
H -2.871710 -0.567324 -1.981436 -0.0641 0.0516 0.4241 -0.024
O 2.628430 1.811246 -1.451966 -0.0462 0.2238 -0.1574 -0.045
H 2.570650 0.974216 -1.912706 -0.1105 -0.2225 -0.1976 0.034
H 3.446460 1.757236 -0.957856 0.2773 0.0314 0.2024 0.060
O 0.964530 2.163346 0.730204 -0.0464 -0.0534 0.7450 -0.077
H 1.370830 2.246786 -0.132456 0.4347 -0.1919 -0.4792 -0.020
H 0.025110 2.234516 0.560924 -0.5605 -0.0020 -0.0565 -0.009
O 1.673510 -4.835354 2.197854 -0.1927 -0.2169 0.0910 -0.060
H 1.833130 -4.002224 1.754404 0.1668 0.4681 0.1328 0.002
H 1.976480 -5.498984 1.578154 0.0646 -0.2095 -0.1095 0.025
```
Forces are in eV/Å.

No. 5
DFT (wB97M-V/def2-TZVPD) results for 9 unconnected molecules or ions with the total composition H18O9 in a non-equilibrium geometry.

E, hartree: -687.9455
Highest occupied orbital energy (alpha / beta), eV: 0.12 / -8.12
Net charge: -1
⟨S²⟩: 0.750
2S+1: 2
ΔE to the lowest compared entry with this formula, charge and spin, kJ/mol: 28.2
F_max, eV/A: 1.54

Geometry as XYZ:
```
27
Properties=species:S:1:pos:R:3:forces:R:3:lowdin_charge:R:1
O 1.666972 -23.610228 -11.121161 0.6029 -0.6293 0.7243 -0.109
H 1.314889 -23.305825 -11.957584 -0.3958 0.6122 -0.6030 -0.050
H 1.031146 -23.312518 -10.470526 -0.1490 0.0784 0.0956 0.014
O 3.829521 -19.524536 -14.162581 0.4926 -0.1362 -0.2136 -0.112
H 4.063432 -18.848723 -13.526341 -0.0238 0.1577 0.1671 0.010
H 2.884015 -19.633300 -14.060490 -0.5949 0.0024 -0.0004 -0.021
O -2.116462 -22.093968 -13.764522 0.4608 -0.2593 -0.6087 -0.136
H -2.903559 -22.634449 -13.832273 -0.5525 -0.3016 -0.0713 0.010
H -2.216744 -21.626885 -12.935056 0.0946 0.6147 0.5840 0.006
O 0.501186 -19.314199 -13.468701 0.7700 -0.8326 -0.4894 -0.219
H 0.744632 -19.031817 -12.587097 0.0448 0.2012 0.7634 -0.033
H -0.263573 -18.782163 -13.688504 -0.6814 0.3183 -0.1921 -0.030
O -1.438661 -21.393247 -16.698172 0.2328 0.0289 -0.5872 -0.103
H -1.304162 -21.606180 -15.774705 -0.0465 0.0490 0.5648 -0.026
H -2.343923 -21.649680 -16.874198 -0.2144 -0.0241 0.0441 0.011
O -3.295677 -24.633566 -13.167091 -0.6860 0.2826 -0.0761 -0.083
H -3.313757 -25.563279 -13.394107 0.1073 -0.2436 -0.0097 0.030
H -2.367178 -24.401311 -13.180325 0.5687 -0.1815 0.2689 -0.018
O -0.659169 -25.676163 -13.771512 -1.4422 -0.2236 0.5011 -0.076
H -0.955835 -25.197013 -14.545226 0.1129 0.0862 -0.3355 0.022
H 0.296190 -25.640205 -13.818660 0.4210 -0.0583 -0.3291 -0.039
O 1.794205 -25.252532 -14.310116 0.7803 -0.3063 -0.0781 -0.044
H 2.380414 -25.000160 -15.023486 0.0145 0.0525 -0.2301 0.066
H 1.915052 -24.571917 -13.648009 0.0765 0.5338 0.2983 0.028
O 0.704459 -22.545224 -13.437176 0.6985 -0.6869 -0.1350 -0.095
H 0.708546 -21.588111 -13.424422 -0.0357 0.8397 0.0252 0.001
H -0.210616 -22.779255 -13.592395 -0.6562 0.0256 -0.0776 -0.005
```
Forces are in eV/Å.

No. 6
DFT (wB97M-V/def2-TZVPD) results for 9 unconnected molecules or ions with the total composition H18O9 in a non-equilibrium geometry.

E, hartree: -687.9533
Highest occupied orbital energy, eV: -10.44
Net charge: 0
ΔE to the lowest compared entry with this formula, charge and spin, kJ/mol: 190.2
Structure (SMILES): O.O.O.O.O.O.O.O.O
F_max, eV/A: 4.21

Geometry as XYZ:
```
27
Properties=species:S:1:pos:R:3:forces:R:3:lowdin_charge:R:1
O 0.253226 0.212551 -1.495805 -1.6287 -0.4399 2.6849 -0.025
H -0.201716 0.905562 -0.954019 0.5121 -0.9422 -0.3770 0.046
H 0.535554 0.655988 -2.243282 0.8470 1.2846 -2.5417 0.008
O -3.490975 -0.393546 -0.342487 -0.4842 -0.6700 -0.3311 -0.030
H -3.289365 0.532659 -0.339563 0.6038 1.2805 0.5308 0.004
H -3.761315 -0.495205 -1.259468 -0.0588 -0.5300 -0.0977 0.069
O -1.544701 -2.147554 0.468125 -0.4106 0.6347 0.1988 -0.069
H -1.875022 -2.884562 0.985654 -0.1909 -0.1199 0.0105 0.051
H -2.325567 -1.541453 0.307034 0.7282 -0.5238 -0.1099 0.030
O -2.138413 2.214338 -0.370891 -1.4838 1.6971 -1.5837 -0.042
H -1.408567 2.312997 0.194318 2.2441 -0.7477 2.1011 -0.029
H -2.222712 3.178158 -0.569747 -0.6138 -1.0956 -0.2932 0.085
O 0.233864 1.743175 1.362755 -1.5655 -1.5988 1.0176 -0.098
H 0.221535 0.766715 1.693421 -0.1743 2.2591 -0.6906 0.016
H 1.112010 1.820649 1.028132 1.2548 0.5369 -0.8448 -0.025
O 0.407501 -0.733729 1.893916 1.0158 1.1041 -1.0379 0.012
H 0.704368 -1.004486 2.725975 0.5202 -0.8180 2.0248 0.074
H -0.319577 -1.243841 1.591774 -1.6369 -1.3748 -0.8183 0.023
O 2.719978 -0.581246 0.282662 -3.0359 0.7139 2.8315 -0.125
H 2.832328 -1.459041 -0.036029 0.2903 -1.1688 -0.8264 -0.006
H 1.792585 -0.723321 0.835882 3.1764 0.7590 -1.9753 0.091
O 1.420130 -2.371384 -1.290384 0.2430 -3.6123 0.6596 -0.058
H 0.674151 -2.955106 -0.995967 0.8701 1.2980 -0.5464 0.066
H 1.110294 -1.512659 -1.447415 -1.2712 2.0448 -0.0996 -0.046
O 2.360715 2.098183 -0.492508 0.7307 -0.4398 0.2405 -0.099
H 1.838750 2.112370 -1.314917 0.7419 -0.5913 0.7330 0.032
H 2.811671 1.208272 -0.324851 -1.2241 1.0603 -0.8597 0.047
```
Forces are in eV/Å.

Among the records above, which one has the highest F_max? H17O9